Below is a 3-piece molecular cluster, C26H47ClF2N2O12P2 overall in a non-equilibrium geometry, with properties calculated with ωB97M-V with the def2-TZVPD basis set.

SMILES	CCP(CC)[C@]1(P(O)O)OC(=O)[C@@](CCCCN)(N(C(=O)F)C(=O)F)[C@@]1(C)C[C@H](C)Cl.CCOC(=O)OC.CCOC(=O)OC
orbital gap	7.506	eV

Geometry (Å):
C  1.354  1.460  2.767
C  1.596  1.410  1.160
P  0.302  2.513  0.324
C  -0.115  4.058  1.341
C  -1.430  3.762  2.229
C  0.736  2.933  -1.490
P  2.534  3.516  -1.358
O  2.844  4.857  -2.431
O  2.877  4.194  0.207
O  -0.173  4.081  -1.728
C  -1.446  3.424  -1.995
O  -2.514  3.905  -1.520
C  -1.253  2.045  -2.881
C  -2.147  1.023  -1.968
C  -2.236  -0.471  -2.559
C  -2.570  -1.436  -1.277
C  -2.947  -2.947  -1.694
N  -2.368  -3.855  -0.617
N  -1.793  2.454  -4.218
C  -1.626  3.879  -4.532
O  -0.547  4.394  -4.937
F  -2.731  4.810  -4.461
C  -3.211  2.103  -4.433
O  -3.458  1.245  -5.327
F  -4.325  2.593  -3.708
C  0.334  1.850  -2.658
C  0.902  0.492  -2.003
C  1.374  2.133  -3.848
C  1.031  1.509  -5.282
C  0.239  0.120  -5.296
Cl  2.667  1.258  -6.152
H  1.713  0.434  3.173
H  0.238  1.555  3.021
H  1.944  2.308  3.273
H  2.683  1.615  0.870
H  1.361  0.316  0.850
H  -0.259  5.006  0.705
H  0.748  4.312  2.077
H  -2.189  4.619  2.155
H  -1.929  2.810  1.793
H  -1.111  3.521  3.300
H  1.991  5.164  -2.820
H  3.198  5.114  0.054
H  -3.210  1.448  -1.771
H  -1.684  0.919  -0.909
H  -1.256  -0.879  -2.990
H  -3.114  -0.601  -3.285
H  -3.441  -0.976  -0.663
H  -1.645  -1.363  -0.575
H  -4.098  -3.034  -1.601
H  -2.559  -3.217  -2.734
H  -1.376  -3.557  -0.485
H  -2.836  -3.546  0.259
H  0.280  0.077  -1.131
H  1.946  0.728  -1.550
H  1.069  -0.371  -2.733
H  1.597  3.258  -4.028
H  2.387  1.670  -3.521
H  0.455  2.242  -5.965
H  -0.807  0.140  -4.838
H  0.924  -0.705  -4.866
H  0.092  -0.167  -6.412
C  6.276  -1.154  5.054
C  5.722  -2.022  3.940
O  5.139  -1.220  2.904
C  6.010  -0.622  2.073
O  7.215  -0.709  2.121
O  5.309  0.112  1.192
C  6.121  0.885  0.308
H  5.507  -0.473  5.429
H  6.638  -1.771  5.880
H  7.103  -0.535  4.701
H  4.922  -2.653  4.335
H  6.485  -2.689  3.528
H  6.858  0.261  -0.203
H  6.613  1.686  0.862
H  5.468  1.333  -0.443
C  -4.092  -7.273  5.522
C  -3.059  -6.218  5.170
O  -3.217  -5.773  3.817
C  -4.233  -4.921  3.601
O  -5.001  -4.502  4.436
O  -4.265  -4.632  2.288
C  -5.366  -3.810  1.905
H  -4.063  -8.094  4.800
H  -3.911  -7.671  6.522
H  -5.103  -6.861  5.495
H  -2.059  -6.653  5.242
H  -3.093  -5.371  5.861
H  -5.411  -2.900  2.506
H  -6.297  -4.375  1.990
H  -5.226  -3.528  0.860



Below is a 2-piece molecular cluster, C4H12 overall in a non-equilibrium geometry, with properties calculated with ωB97M-V with the def2-TZVPD basis set.

energy relative to the best compared isomer or geometry (same formula, charge and spin)	106.71	kJ/mol
spin multiplicity	2
orbital gap (alpha / beta)	2.726 / 11.945	eV
net charge	-1

Geometry (Å):
C  -0.321  1.324  1.450
C  -0.308  2.682  0.819
H  -1.138  1.111  2.132
H  -0.376  0.546  0.640
H  0.649  1.284  1.983
H  -0.751  3.321  1.515
H  -0.883  2.837  -0.144
H  0.685  3.241  0.839
C  0.545  -2.559  -0.641
C  0.068  -1.416  -1.607
H  1.328  -3.041  -1.193
H  0.803  -2.268  0.340
H  -0.154  -3.440  -0.537
H  -0.936  -1.272  -1.287
H  0.198  -1.884  -2.691
H  0.592  -0.466  -1.618



Below is C45H49FN3O3P2Si2W as an isolated structure in a non-equilibrium geometry, with properties calculated with ωB97M-V with the def2-TZVPD basis set.

orbital gap	6.503	eV
net charge	+3

Geometry (Å):
W  -0.507  1.393  0.047
C  1.662  4.117  1.102
Si  2.640  2.610  0.548
C  4.035  3.019  -0.591
C  3.247  1.619  1.990
N  1.383  1.642  -0.362
P  1.330  1.166  -1.964
C  -0.395  1.070  -2.030
P  -1.980  0.393  -1.993
N  -2.305  0.843  -0.406
Si  -3.682  0.605  0.769
C  -3.372  2.022  1.965
C  -3.457  -1.103  1.464
C  -5.310  0.878  -0.061
C  -2.214  -1.328  -2.257
C  -3.511  -1.847  -2.223
C  -3.694  -3.203  -2.434
C  -2.598  -4.025  -2.678
C  -1.309  -3.503  -2.711
C  -1.110  -2.149  -2.500
C  -3.078  1.393  -2.988
C  -3.800  0.851  -4.049
C  -4.625  1.670  -4.808
C  -4.725  3.019  -4.513
C  -3.997  3.568  -3.458
C  -3.175  2.760  -2.698
C  1.780  2.618  -2.936
C  1.150  3.802  -2.524
C  1.423  5.003  -3.147
C  2.314  5.040  -4.214
C  2.902  3.871  -4.664
C  2.645  2.664  -4.029
C  2.434  -0.242  -2.065
C  3.211  -0.558  -3.184
C  4.156  -1.568  -3.104
C  4.321  -2.284  -1.928
C  3.514  -2.013  -0.829
C  2.575  -1.000  -0.892
H  1.606  4.185  2.191
H  0.640  4.114  0.730
H  2.119  5.043  0.744
H  4.896  3.339  0.003
H  3.786  3.822  -1.288
H  4.347  2.144  -1.173
H  4.105  2.152  2.414
H  3.597  0.626  1.694
H  2.514  1.518  2.790
H  -3.032  1.717  2.956
H  -4.304  2.575  2.112
H  -2.669  2.751  1.574
H  -3.035  -1.098  2.472
H  -2.813  -1.705  0.818
H  -4.426  -1.605  1.520
H  -5.245  1.598  -0.881
H  -6.020  1.269  0.673
H  -5.729  -0.053  -0.454
H  -4.363  -1.201  -2.037
H  -4.693  -3.620  -2.421
H  -2.751  -5.082  -2.853
H  -0.466  -4.152  -2.910
H  -0.111  -1.728  -2.535
H  -3.723  -0.203  -4.285
H  -5.188  1.249  -5.630
H  -5.370  3.654  -5.106
H  -4.081  4.624  -3.235
H  -2.623  3.188  -1.878
H  0.436  3.786  -1.715
H  0.944  5.912  -2.807
H  2.543  5.983  -4.694
H  3.571  3.894  -5.515
H  3.134  1.788  -4.403
H  3.074  -0.058  -4.123
H  4.763  -1.798  -3.970
H  5.072  -3.061  -1.873
H  3.623  -2.588  0.081
H  1.965  -0.778  -0.030
C  1.672  -1.656  6.681
C  1.140  -2.679  5.693
C  2.099  -3.836  5.477
C  1.453  -4.893  4.598
C  0.960  -4.281  3.313
C  0.756  -5.058  2.198
C  0.338  -4.488  0.995
F  0.154  -5.283  -0.055
C  0.136  -3.148  0.861
C  0.318  -2.331  1.987
C  0.087  -0.923  1.898
O  -0.288  -0.464  0.717
C  0.229  -0.162  3.047
C  0.589  -0.781  4.243
N  0.829  -2.068  4.343
C  0.712  -2.894  3.220
C  -0.041  1.287  3.102
O  -0.115  1.949  4.080
O  -0.225  1.810  1.843
H  2.016  -2.194  7.561
H  0.914  -0.950  7.022
H  2.525  -1.107  6.273
H  0.187  -3.073  6.056
H  2.369  -4.253  6.443
H  3.016  -3.459  5.011
H  0.614  -5.355  5.126
H  2.158  -5.693  4.374
H  0.927  -6.127  2.243
H  -0.168  -2.723  -0.085
H  0.668  -0.177  5.135



Below is one molecule with the formula C15H17N3O5 in a non-equilibrium geometry, with properties calculated with ωB97M-V with the def2-TZVPD basis set.

energy relative to the best compared isomer or geometry (same formula, charge and spin)	297.56	kJ/mol
SMILES	N[C@@H](CC(=O)O)C(=O)N[C@@H](Cc1c[nH]c2ccccc12)C(=O)O
orbital gap	8.605	eV

Geometry (Å):
C  1.583  -1.521  2.656
C  1.361  -0.214  1.828
C  2.299  -2.715  1.885
C  3.608  -2.186  1.225
C  -0.343  -1.278  0.311
C  0.155  -2.042  -1.059
C  -1.736  -0.571  0.057
C  -1.689  0.971  -0.169
C  -1.503  1.902  0.789
C  -1.914  1.598  -1.467
C  -1.843  3.019  -1.259
C  -1.936  1.129  -2.736
C  -1.832  3.951  -2.316
C  -2.062  2.021  -3.805
C  -1.930  3.363  -3.622
H  0.573  -2.118  4.155
H  0.272  -2.966  2.903
H  2.299  -1.106  3.464
H  1.593  -3.185  1.299
H  2.531  -3.505  2.606
H  4.182  -0.770  0.039
H  0.596  0.689  0.299
H  -0.480  -2.007  1.081
H  -2.210  -1.105  -0.884
H  -2.478  -0.688  0.824
H  -1.401  1.752  1.948
H  -1.708  4.003  0.645
H  -1.843  0.060  -2.879
H  -2.029  5.005  -2.118
H  -2.278  1.728  -4.826
H  -1.805  3.970  -4.568
H  1.794  -0.914  -1.121
N  0.380  -1.990  3.218
N  0.555  -0.224  0.781
N  -1.613  3.178  0.116
O  1.989  0.826  2.054
O  4.760  -2.407  1.568
O  3.325  -1.192  0.325
O  -0.457  -2.956  -1.582
O  1.232  -1.506  -1.664



Below is C20H19Cl16N4O2PS2 as an isolated structure in a non-equilibrium geometry, with properties calculated with ωB97M-V with the def2-TZVPD basis set.

orbital gap	7.011	eV

Geometry (Å):
C  -3.779  -0.524  -3.431
C  -4.369  0.180  -2.111
C  -4.039  -0.627  -0.746
C  -2.474  -0.424  -0.455
O  -1.710  -1.434  -1.227
C  -0.420  -1.437  -0.566
C  -0.187  -2.473  0.548
C  1.185  -2.448  1.295
C  2.221  -1.386  0.868
C  3.627  -1.282  1.634
C  3.491  0.002  2.646
S  1.795  0.185  3.382
C  1.010  1.746  2.822
N  1.602  2.965  2.301
N  0.692  3.929  2.022
C  -0.603  3.385  2.357
O  -0.395  2.065  2.827
C  1.997  -0.351  -0.308
N  3.063  0.565  -0.626
C  2.724  1.397  -1.723
P  4.021  2.661  -2.284
S  3.689  4.463  -1.580
C  1.342  1.349  -2.456
N  0.253  0.493  -2.134
C  0.641  -0.374  -1.048
H  -4.355  -0.288  -4.386
H  -2.676  -0.186  -3.517
H  -3.720  -1.657  -3.202
H  -5.505  0.244  -2.196
H  -3.891  1.229  -1.997
H  -4.601  -0.193  0.158
H  -4.201  -1.766  -0.854
H  -2.194  -0.546  0.661
H  -2.122  0.635  -0.764
H  -0.993  -3.229  0.832
H  1.408  -3.190  2.130
H  3.937  -2.237  2.177
H  4.425  -1.020  0.850
H  4.195  -0.246  3.530
H  3.819  0.981  2.161
H  -1.555  3.990  2.242
H  5.292  2.236  -1.733
H  4.218  2.648  -3.723
H  1.174  2.104  -3.310
C  4.590  -5.822  3.056
Cl  5.963  -5.266  4.036
Cl  3.464  -6.739  4.079
Cl  3.750  -4.416  2.362
Cl  5.182  -6.863  1.744
C  -8.733  -1.549  -2.042
Cl  -8.533  0.197  -1.778
Cl  -9.042  -2.351  -0.487
Cl  -10.104  -1.829  -3.136
Cl  -7.252  -2.211  -2.767
C  3.549  -0.845  -4.833
Cl  2.293  -0.358  -3.667
Cl  3.615  0.339  -6.158
Cl  5.125  -0.905  -4.013
Cl  3.161  -2.450  -5.492
C  -1.012  5.787  5.607
Cl  0.366  6.327  6.591
Cl  -2.160  4.897  6.633
Cl  -1.824  7.201  4.899
Cl  -0.432  4.722  4.300



Below is one molecule with the formula C9H9FO4S in a non-equilibrium geometry, with properties calculated with ωB97M-V with the def2-TZVPD basis set.

energy relative to the best compared isomer or geometry (same formula, charge and spin)	0.00	kJ/mol
SMILES	C=C1C[C@H]2[C@H]3[C@@H]1S(=O)(=O)OC(=O)[C@]32CF
orbital gap	10.595	eV

Geometry (Å):
C  0.655  -0.329  -1.052
C  1.895  -2.579  -0.221
C  -0.823  2.685  0.502
C  -0.079  -0.914  0.107
C  1.484  -1.078  0.002
C  -0.479  1.453  0.160
C  0.585  1.160  -0.917
C  2.190  -0.447  1.148
C  -0.754  0.215  0.963
O  2.853  -1.064  1.889
O  3.188  1.299  -1.152
O  2.071  3.130  0.071
O  2.294  0.883  1.165
F  2.962  -2.451  -1.070
S  2.171  1.723  -0.213
H  0.819  -0.647  -2.071
H  0.355  1.481  -1.976
H  2.385  -3.034  0.657
H  1.180  -3.244  -0.766
H  -1.437  2.832  1.341
H  -0.460  3.659  0.184
H  -0.665  -1.850  0.045
H  -0.274  0.357  1.928
H  -1.819  0.047  0.754



Below is a 7-piece molecular cluster, C25H58N2O11S overall in a non-equilibrium geometry, with properties calculated with ωB97M-V with the def2-TZVPD basis set.

SMILES	[H]/N=C\C[C@]1(S)C(=O)O[C@H](OC[C@@H](C)C(C)C)[C@H]1CON=O.CCO.CCO.CCO.CCO.CCO.CCO
orbital gap	8.648	eV

Geometry (Å):
C  1.844  -1.890  0.042
C  2.124  -2.529  -1.328
C  3.562  -3.114  -1.304
C  2.011  -1.541  -2.505
C  2.523  -0.123  -2.175
C  0.599  -1.439  -3.100
O  -0.125  -2.655  -2.952
C  -1.503  -2.488  -3.073
O  -2.060  -3.689  -3.579
C  -2.928  -4.223  -2.666
O  -3.788  -5.001  -2.956
C  -2.612  -3.607  -1.321
S  -4.015  -3.902  -0.184
C  -1.333  -4.175  -0.629
C  -1.145  -5.672  -0.755
N  -0.944  -6.323  -1.826
C  -2.243  -2.164  -1.730
C  -3.339  -1.170  -2.148
O  -4.466  -1.118  -1.278
N  -4.336  0.013  -0.427
O  -4.562  -0.265  0.680
H  2.712  -1.340  0.407
H  1.656  -2.689  0.764
H  0.964  -1.241  0.042
H  1.458  -3.376  -1.451
H  3.933  -3.237  -0.287
H  4.240  -2.432  -1.822
H  3.597  -4.074  -1.820
H  2.657  -1.916  -3.303
H  1.672  0.505  -1.899
H  2.943  0.325  -3.071
H  3.256  -0.116  -1.374
H  0.042  -0.596  -2.671
H  0.688  -1.226  -4.174
H  -1.681  -1.723  -3.840
H  -3.829  -2.826  0.587
H  -1.442  -3.950  0.431
H  -0.422  -3.672  -0.946
H  -1.145  -6.239  0.177
H  -0.924  -5.698  -2.635
H  -1.485  -1.683  -1.115
H  -2.881  -0.173  -2.132
H  -3.691  -1.328  -3.167
C  -3.823  2.622  3.447
C  -2.686  1.818  2.846
O  -1.422  2.193  3.389
H  -3.665  3.688  3.277
H  -4.779  2.333  3.008
H  -3.875  2.470  4.527
H  -2.624  1.987  1.772
H  -2.846  0.747  3.014
H  -1.449  2.035  4.337
C  4.970  4.243  -3.799
C  4.051  3.045  -3.674
O  4.759  1.860  -3.312
H  5.744  4.052  -4.544
H  4.410  5.132  -4.094
H  5.474  4.447  -2.851
H  3.566  2.834  -4.626
H  3.272  3.241  -2.928
H  5.185  2.020  -2.466
C  0.421  -2.994  4.562
C  -0.253  -3.362  3.255
O  0.480  -4.356  2.537
H  1.430  -2.624  4.382
H  -0.143  -2.225  5.091
H  0.508  -3.864  5.214
H  -0.323  -2.492  2.601
H  -1.269  -3.732  3.439
H  0.534  -5.135  3.099
C  3.645  8.411  -5.693
C  3.958  7.236  -6.602
O  2.967  6.216  -6.488
H  3.584  8.081  -4.655
H  4.411  9.184  -5.769
H  2.682  8.855  -5.954
H  4.910  6.784  -6.326
H  4.023  7.564  -7.644
H  2.125  6.608  -6.736
C  2.729  -3.745  9.395
C  1.795  -3.938  8.216
O  2.283  -3.306  7.035
H  2.876  -2.683  9.592
H  2.330  -4.217  10.294
H  3.709  -4.181  9.186
H  0.824  -3.488  8.420
H  1.642  -5.005  8.023
H  3.137  -3.695  6.826
C  -5.603  5.318  1.086
C  -6.498  5.517  2.296
O  -6.306  6.807  2.870
H  -4.557  5.443  1.365
H  -5.735  4.323  0.656
H  -5.828  6.060  0.317
H  -6.263  4.791  3.072
H  -7.552  5.392  2.024
H  -6.522  7.463  2.202



Below is C12H21F9GeIrO2Se2 as an isolated structure, with properties calculated with ωB97M-V with the def2-TZVPD basis set.

energy relative to the best compared isomer or geometry (same formula, charge and spin)	36.39	kJ/mol
spin multiplicity	2
orbital gap (alpha / beta)	7.629 / 7.473	eV

Geometry (Å):
Ir  0.721  -0.708  -0.338
C  -2.661  1.254  -1.534
Se  -0.744  1.351  -1.292
C  -0.288  0.949  -3.144
C  -0.792  -0.412  -3.590
Se  0.089  -1.905  -2.676
C  -1.508  -2.988  -2.477
H  -2.936  1.950  -2.326
H  -3.111  1.567  -0.598
H  -2.989  0.247  -1.770
H  0.794  1.047  -3.229
H  -0.749  1.733  -3.747
H  -0.632  -0.557  -4.659
H  -1.859  -0.503  -3.395
H  -1.903  -3.232  -3.461
H  -2.242  -2.458  -1.875
H  -1.216  -3.902  -1.964
O  2.317  -1.240  -0.693
F  -1.202  -3.649  1.989
C  -1.269  -2.473  2.618
F  -0.030  -2.167  3.017
F  -2.021  -2.642  3.714
C  -1.806  -1.361  1.643
O  -1.014  -1.331  0.556
C  -3.236  -1.763  1.142
F  -3.714  -0.834  0.295
F  -4.128  -1.901  2.126
F  -3.194  -2.915  0.467
C  -1.916  -0.017  2.440
F  -2.285  0.980  1.611
F  -0.755  0.333  2.984
F  -2.818  -0.066  3.426
C  3.227  2.760  2.415
Ge  2.952  1.580  0.873
C  2.656  2.682  -0.722
C  4.560  0.501  0.611
C  1.362  0.504  1.235
H  4.094  3.405  2.263
H  3.394  2.170  3.318
H  2.353  3.392  2.577
H  3.516  3.326  -0.910
H  1.773  3.313  -0.608
H  2.518  2.041  -1.596
H  5.422  1.152  0.452
H  4.449  -0.156  -0.249
H  4.754  -0.116  1.490
H  0.545  1.182  1.475
H  1.522  -0.120  2.118